Below is a 2-piece molecular cluster, C4H12O2 overall, with properties calculated with the ωB97M-V functional and the def2-TZVPD basis.

The max |F| comes out at 0.044 Eh/bohr. As for the spin multiplicity: 1. The value obtained for the highest occupied orbital energy is -10.17 eV. For the relative energy (zero: lowest compared OMol25 entry of this formula, charge and spin), the calculation gives 30.2 kcal per mole. The net charge is 0. The LUMO energy is 0.811 eV.

Last column: Mulliken charge in e.
Positions of all 18 atoms, in Å:
C -1.932 -1.926 -1.247  -0.22
O -2.813 -3.033 -1.047  -0.51
C -0.466 -2.123 -0.879  -0.75
H -2.157 -1.592 -2.283  0.29
H -2.248 -1.020 -0.712  0.21
H -3.356 -3.051 -1.839  0.33
H 0.010 -2.738 -1.653  0.25
H 0.122 -1.213 -0.731  0.11
H -0.398 -2.658 0.071  0.30
C 1.415 2.452 1.612  -0.24
O 0.776 2.105 0.320  -0.51
C 2.921 2.522 1.359  -0.97
H 0.838 3.321 1.919  0.30
H 1.219 1.555 2.224  0.23
H 1.222 1.266 0.191  0.27
H 2.958 3.109 0.436  0.30
H 3.490 3.103 2.090  0.33
H 3.398 1.569 1.107  0.29